Entry 1:
This record from the OMol25 dataset describes a 8-piece molecular cluster, C22H43BN2O10 overall in a non-equilibrium geometry. The level of theory is ωB97M-V/def2-TZVPD.

Summary:
Orbital gap: 8.54 eV
SMILES string: O=C=NBON=O.CC(C)=O.CC(C)=O.CC(C)=O.CC(C)=O.CC(C)=O.CC(C)=O.CC(C)=O
HOMO level: -8.86 eV
Total energy: -47640.6979 eV
Net charge: 0
Maximum force: 1.26 eV/Å
LUMO energy: -0.318 eV

Structure (XYZ):
```
78
Properties=species:S:1:pos:R:3:forces:R:3:lowdin_charge:R:1
O -3.1127 -1.4290 -4.1750 -0.2282 0.0450 0.0743 0.179
C -2.4140 -0.5159 -4.3463 -0.7090 -0.2266 -0.3922 -0.357
N -1.6897 0.4325 -4.5406 0.9586 -0.3423 0.7388 0.251
B -0.2826 0.1079 -4.2738 0.0242 0.6730 -0.2722 -0.325
O 0.3640 0.6682 -3.1675 -0.0977 -0.2086 -0.9866 0.004
N -0.0067 -0.0283 -1.9616 -0.3572 -0.0863 0.6233 0.027
O -0.8421 0.5368 -1.3948 0.1396 0.0203 0.2124 0.100
H 0.2356 -0.6544 -5.0227 0.3336 0.0993 0.0270 0.095
C 4.7577 -0.2116 0.2369 -0.2303 -0.1079 -0.3786 -0.036
C 3.5444 0.2243 -0.5432 0.0682 -0.0005 -0.0471 -0.491
O 3.0982 -0.4456 -1.4495 -0.0518 -0.0132 0.0121 0.052
C 2.9107 1.5319 -0.1408 -0.3319 -0.1577 -0.3782 -0.026
H 5.1127 -1.1616 -0.1508 -0.0197 -0.0062 -0.0169 0.069
H 5.5512 0.5298 0.1368 -0.0265 0.0609 0.2218 0.094
H 4.5029 -0.3334 1.2877 0.1251 0.1730 0.0602 0.075
H 3.6279 2.3441 -0.2538 0.0212 0.0203 0.2598 0.087
H 2.5805 1.4799 0.8943 0.1921 0.1628 0.0784 0.068
H 2.0502 1.7302 -0.7788 0.0454 -0.0215 -0.0585 0.064
C -6.2667 1.7607 -4.5853 0.1444 -0.1967 -0.1382 -0.016
C -4.9078 2.3837 -4.7863 0.0203 -0.0283 -0.0383 -0.498
O -4.0597 1.8463 -5.4605 -0.0787 -0.0108 -0.0621 0.053
C -4.6499 3.7066 -4.1101 0.2398 -0.0001 -0.1245 -0.020
H -6.3116 0.8173 -5.1251 -0.0140 0.0093 -0.0016 0.074
H -6.4340 1.5689 -3.5242 -0.1239 0.1387 0.0060 0.085
H -7.0426 2.4244 -4.9693 -0.0551 0.0265 0.1539 0.090
H -4.7513 3.5987 -3.0292 -0.1542 0.0790 -0.0032 0.085
H -5.3568 4.4548 -4.4721 -0.0940 -0.0124 0.1518 0.085
H -3.6390 4.0372 -4.3377 0.0002 -0.0252 -0.0060 0.083
C 2.8398 3.1801 4.4783 -0.1604 0.0978 -0.3759 -0.021
C 3.9501 2.4543 3.7656 0.0368 0.0228 0.0199 -0.486
O 4.0295 2.4439 2.5576 0.0253 0.0247 0.0345 0.050
C 4.9603 1.7370 4.6245 0.1524 -0.1255 -0.2786 -0.014
H 2.1872 3.6514 3.7450 0.0601 0.0129 -0.0344 0.081
H 2.2594 2.4746 5.0711 0.1260 0.0716 0.2156 0.058
H 3.2555 3.9513 5.1282 -0.0393 -0.1230 0.1732 0.089
H 4.4618 0.9759 5.2260 -0.0117 0.1413 0.1729 0.074
H 5.4644 2.4485 5.2800 -0.1123 -0.0579 0.1534 0.088
H 5.7009 1.2573 3.9866 -0.0205 0.0187 -0.0228 0.080
C -5.8566 0.2030 -8.3209 -0.1712 0.2126 0.0815 -0.025
C -7.2910 -0.2289 -8.4943 0.0065 0.0471 -0.0052 -0.510
O -8.2093 0.5120 -8.2323 -0.0614 0.0270 0.0384 0.063
C -7.5305 -1.6276 -9.0086 -0.2615 0.0609 0.0239 -0.026
H -5.8300 1.2235 -7.9462 0.0174 -0.0110 0.0167 0.075
H -5.3570 -0.4482 -7.6019 0.1309 -0.0512 -0.1364 0.085
H -5.3383 0.1673 -9.2804 0.1011 -0.1659 0.0606 0.086
H -7.0988 -2.3569 -8.3214 0.1371 -0.0260 -0.1114 0.085
H -7.0817 -1.7441 -9.9961 0.1339 -0.0934 0.0698 0.084
H -8.6009 -1.8059 -9.0849 0.0026 0.0210 0.0068 0.080
C 2.3492 0.3314 9.2816 0.1808 0.1995 -0.0586 -0.021
C 1.9449 0.5342 7.8433 -0.0091 -0.0078 0.0116 -0.493
O 2.4994 1.3486 7.1415 0.0302 -0.0215 -0.0006 0.056
C 0.8198 -0.3219 7.3179 0.0598 0.1484 -0.2240 -0.018
H 3.1650 1.0078 9.5265 -0.0061 0.0028 -0.0197 0.082
H 1.5052 0.5431 9.9397 -0.0259 -0.1736 0.0257 0.086
H 2.6839 -0.6957 9.4337 -0.1540 -0.0405 0.0793 0.086
H -0.0889 -0.1379 7.8928 0.0199 -0.1546 0.0845 0.087
H 1.0897 -1.3766 7.3868 -0.1087 -0.0208 0.1374 0.087
H 0.6326 -0.0742 6.2752 0.0102 0.0045 0.0062 0.081
C 8.2374 -3.4224 1.6779 0.0316 0.2439 -0.0577 -0.022
C 6.8153 -2.9946 1.9451 0.0167 0.0154 0.0057 -0.494
O 6.4786 -1.8375 1.8628 0.1194 -0.0525 0.1717 0.055
C 5.8311 -4.0757 2.3184 -0.1629 0.1958 0.0165 -0.020
H 8.8344 -2.5502 1.4213 -0.0221 0.0079 0.0026 0.081
H 8.6600 -3.8903 2.5684 -0.0176 -0.1584 -0.0729 0.084
H 8.2655 -4.1270 0.8453 0.0265 -0.1314 0.1110 0.085
H 6.1513 -4.5716 3.2362 0.0542 -0.1408 -0.0932 0.084
H 5.7571 -4.8076 1.5128 0.0907 -0.1114 0.0908 0.086
H 4.8514 -3.6316 2.4812 0.0119 0.0148 -0.0127 0.082
C -3.5352 -0.6482 2.4127 -0.0131 -0.1177 0.2249 -0.026
C -3.4289 -2.0270 1.8070 -0.0030 -0.0348 0.0046 -0.508
O -3.4910 -3.0212 2.4900 0.0019 -0.0386 0.0466 0.068
C -3.2413 -2.1042 0.3125 0.0169 -0.2523 0.0377 -0.021
H -3.6669 -0.7360 3.4890 -0.0031 -0.0234 -0.0099 0.079
H -2.6243 -0.0817 2.2125 -0.0846 0.0941 -0.1311 0.083
H -4.3938 -0.1213 1.9936 0.1071 0.0989 -0.0986 0.083
H -2.3173 -1.5979 0.0276 -0.1014 0.1441 -0.0691 0.071
H -4.0881 -1.6388 -0.1946 0.1075 0.1430 -0.0482 0.086
H -3.1798 -3.1467 0.0087 -0.0061 -0.0011 0.0216 0.083
```
Positions in Å, forces in eV/Å.



Entry 2:
This record from the OMol25 dataset describes a 2-piece molecular cluster, C22H43BN2O5 overall in a non-equilibrium geometry. The level of theory is ωB97M-V/def2-TZVPD.

Summary:
Orbital gap: 2.97 eV
HOMO level: -4.36 eV
Total energy: -37399.0464 eV
Net charge: 0
Maximum force: 1.41 eV/Å
LUMO energy: -1.390 eV

Structure (XYZ):
```
73
Properties=species:S:1:pos:R:3:forces:R:3:lowdin_charge:R:1
C 2.4210 2.6775 -2.0542 0.7219 -0.1043 0.2416 -0.097
C 2.4054 2.9910 -0.5589 0.2454 -0.2234 0.0394 -0.196
C 2.1790 1.7883 0.3987 0.0472 0.2219 -0.3679 -0.104
C 1.0787 0.8369 -0.0074 -0.4340 0.4542 0.2134 -0.082
C -0.2359 1.3181 -0.0010 0.0162 -0.1185 -0.1311 -0.042
C -0.5909 2.7221 0.4318 -0.2004 -0.4487 0.1389 -0.104
O -0.9515 3.6137 -0.6386 -0.0938 0.1862 0.1255 -0.113
O -0.6045 3.0803 -1.9089 0.2810 -0.1145 -0.1219 -0.019
C -1.2963 0.4890 -0.3805 0.8343 0.1437 -0.3493 -0.063
C -2.7093 0.9827 -0.3829 -0.3653 -0.0719 0.6221 -0.177
N -3.2600 0.6768 0.9444 -0.4033 0.1327 -0.1586 -0.067
C -4.3226 1.6379 1.2950 -0.4550 0.1125 -0.1452 -0.100
C -1.0131 -0.8377 -0.7040 -0.1901 -0.0483 0.2385 0.027
B -2.2544 -1.7453 -1.1281 0.0333 -0.4379 -0.6838 -0.467
O -2.9136 -2.5112 -0.2222 -0.0596 0.4712 0.2430 0.188
C -2.7173 -1.7973 -2.6353 0.5230 0.6042 -0.2048 -0.126
C -2.0683 -0.7273 -3.5311 -0.0883 -0.0768 -0.0467 -0.103
C 0.2890 -1.2994 -0.6385 -0.5231 -0.0539 0.2768 -0.054
C 0.4890 -2.7615 -0.9408 0.2009 -0.3194 -0.5269 -0.133
O 0.4073 -2.9034 -2.3535 0.1515 0.0178 0.2009 -0.162
C 1.1020 -4.0467 -2.8311 -0.2492 0.1318 -0.4996 -0.072
N 1.3225 -0.4652 -0.3243 -0.2806 -0.2801 -0.2494 0.108
C 2.7058 -1.0145 -0.3135 1.2356 0.5157 0.4375 -0.268
C 3.6372 -0.3254 -1.3192 -0.0641 -0.5197 -0.0872 -0.016
C 3.2902 -1.0609 1.1273 -0.6213 -0.2498 -0.4996 -0.146
C 3.7874 -2.4556 1.5195 0.7031 0.5081 0.4647 -0.234
C 5.2475 -2.6617 1.0908 -0.6045 0.3600 -0.1599 -0.089
H 1.6784 1.9493 -2.3641 -0.3200 0.1906 -0.0757 0.064
H 3.3965 2.2646 -2.3061 0.0479 -0.1154 -0.1058 0.060
H 2.3487 3.5963 -2.6249 -0.3641 0.0435 -0.1343 0.082
H 3.4009 3.3562 -0.3095 0.0230 0.2081 0.1281 0.113
H 1.7343 3.8106 -0.3279 -0.3220 -0.0502 -0.0607 0.099
H 1.8898 2.1842 1.3675 0.0633 0.0148 0.2110 0.128
H 3.1347 1.3111 0.5507 -0.1009 -0.2918 -0.0027 0.078
H 0.1686 3.1851 1.0481 0.2480 0.1322 -0.1254 0.117
H -1.4783 2.6316 1.0572 -0.0798 0.0723 0.1080 0.128
H -1.4698 2.8960 -2.2996 -0.1051 0.0759 0.0527 0.107
H -2.7651 2.0595 -0.4887 0.1561 0.1747 -0.1559 0.111
H -3.3106 0.5704 -1.2013 0.1193 -0.1869 -0.1189 0.130
H -3.7217 -0.2249 0.9099 0.1800 -0.1056 0.0326 0.097
H -3.9080 2.5820 1.6392 0.1575 0.0032 0.1285 0.081
H -4.9643 1.2693 2.0965 0.2704 0.0802 0.4171 0.062
H -4.9707 1.8549 0.4341 0.0374 -0.0250 -0.1183 0.081
H -2.7148 -2.2573 0.6882 0.0956 -0.3327 0.0901 0.120
H -3.7999 -1.7093 -2.7246 -0.1255 -0.2586 0.1743 0.111
H -2.4157 -2.7618 -3.0484 -0.2111 -0.2663 0.1225 0.110
H -1.0011 -0.9006 -3.6498 0.1275 -0.0023 0.0776 0.069
H -2.5049 -0.7231 -4.5279 -0.0558 -0.0448 -0.0641 0.076
H -2.2032 0.2747 -3.1271 0.0144 0.1366 0.0317 0.054
H -0.2984 -3.3618 -0.4816 -0.2137 0.1687 0.1691 0.142
H 1.4210 -3.1876 -0.5792 0.0275 0.1000 0.1368 0.106
H 1.0188 -4.9008 -2.1606 0.0786 -0.0030 0.1634 0.096
H 0.6437 -4.3262 -3.7761 -0.0717 -0.0010 -0.0592 0.094
H 2.1407 -3.7907 -3.0444 0.1875 -0.1272 0.2390 0.090
H 2.7100 -2.0380 -0.6454 -0.6873 -0.0136 -0.1173 0.104
H 4.2507 0.4479 -0.8739 -0.1128 0.3027 -0.1176 0.080
H 4.3249 -1.0804 -1.6960 0.1215 -0.0647 0.0269 0.087
H 3.0820 0.0234 -2.1821 0.0044 0.2585 -0.0603 0.082
H 4.1113 -0.3509 1.1786 0.1265 0.0268 0.2294 0.102
H 2.5210 -0.7250 1.8216 -0.0189 -0.0057 0.0942 0.126
H 3.7676 -2.4973 2.6071 -0.1306 -0.1882 0.1054 0.110
H 3.1344 -3.2432 1.1481 -0.0979 -0.0624 -0.0250 0.100
H 5.8013 -1.7696 1.3746 0.2238 -0.0210 0.1377 0.075
H 5.6954 -3.5204 1.5774 0.0791 -0.1910 -0.1674 0.074
H 5.3193 -2.7259 0.0055 0.1669 -0.2857 -0.0707 0.067
C -3.4538 1.1289 5.2129 0.3702 0.2055 0.3262 -0.164
C -4.4707 2.2854 5.0264 0.2295 -0.4719 -0.0750 -0.613
O -5.4618 1.9556 4.1839 -0.0225 0.1629 -0.1469 -0.370
H -2.9914 0.8608 4.2563 -0.1058 -0.0091 -0.0701 0.028
H -2.6445 1.4159 5.9071 -0.0355 -0.0326 -0.0428 0.041
H -3.9459 0.2439 5.6237 -0.1010 -0.0065 -0.0866 0.046
H -3.8392 3.1721 4.7236 -0.0646 0.0376 -0.1715 0.061
H -4.7843 2.5637 6.0675 -0.1700 -0.0243 -0.0403 0.068
```
Positions in Å, forces in eV/Å.



Entry 3:
This record from the OMol25 dataset describes C22H43BN8O3SbSi3V as an isolated structure in a non-equilibrium geometry. The level of theory is ωB97M-V/def2-TZVPD.

Summary:
Orbital gap (spin up / spin down): 5.33 / 4.43 eV
HOMO level (spin up / spin down): -2.80 / -1.89 eV
Total energy: -98117.7527 eV
⟨S²⟩: 0.77
Net charge: -1
Spin multiplicity: 2
Energy relative to the best compared isomer or geometry (same formula, charge and spin): 31.4 kJ/mol
Maximum force: 1.69 eV/Å
LUMO energy (spin up / spin down): 2.531 / 2.536 eV

Structure (XYZ):
```
82
Properties=species:S:1:pos:R:3:forces:R:3:mulliken_spin:R:1
V 0.3769 0.1596 2.3805 -0.0410 -0.1666 -0.9947 1.042
C 0.9403 4.1005 3.9084 -0.0459 -0.0628 0.0142 0.005
C 1.3170 3.0723 3.0397 0.0041 0.4159 0.1128 0.003
N 0.5350 2.0145 3.2182 0.5321 0.6277 -0.1590 -0.012
N -0.3478 2.3314 4.1714 -0.1371 0.6700 0.7158 -0.011
C -0.1257 3.5837 4.6104 0.1260 0.1253 -0.1046 0.001
B -1.4911 1.3761 4.5360 0.2181 0.0443 -0.4881 -0.011
N -0.8431 0.0639 4.9753 -0.3398 -0.1986 1.0225 0.005
C -0.9671 -0.6052 6.1365 0.0873 -0.0089 -0.2012 0.015
C -0.0947 -1.6714 6.1075 -0.0703 -0.0394 -0.0586 -0.002
C 0.5335 -1.5735 4.8632 -0.0403 -0.1347 0.2761 0.017
N 0.0590 -0.5304 4.1923 -0.0455 -0.9328 1.4030 -0.014
N -2.2441 1.1010 3.2396 -0.5305 0.2263 0.4193 0.002
C -3.5253 1.3332 2.8987 -0.4255 -0.0142 -0.3461 -0.024
C -3.7057 0.8934 1.6052 -0.1903 0.0697 0.2521 0.020
C -2.4560 0.3971 1.2267 -0.3668 -0.1187 -0.2902 -0.018
N -1.5927 0.5430 2.2239 -0.2228 0.0690 -0.7805 0.005
H 1.3959 5.0657 4.0108 0.0076 0.1508 0.0046 0.001
H 2.0872 3.1022 2.2917 0.0587 -0.1559 -0.0742 -0.002
H -0.7317 4.0303 5.3728 -0.1775 -0.0314 0.1724 -0.001
H -2.1953 1.8214 5.3792 -0.1898 0.1414 0.2512 0.000
H -1.6604 -0.2865 6.8898 -0.0949 0.1335 0.0990 0.002
H 0.0520 -2.4200 6.8595 0.0624 -0.0895 0.1545 0.001
H 1.3079 -2.1919 4.4530 0.1074 0.0020 -0.1589 0.001
H -4.2048 1.7976 3.5839 -0.1145 0.0511 0.1911 -0.005
H -4.6024 0.9175 1.0166 -0.1196 0.0414 -0.0485 -0.001
H -2.1599 -0.0268 0.2811 0.1061 0.0359 0.0369 -0.027
N -0.0161 -1.8588 1.7052 -0.4733 -0.3822 -0.0978 0.037
C 1.2266 -2.6103 1.6224 0.4649 -0.1720 -0.4928 -0.007
C 2.3746 -1.6072 1.4239 0.5600 -1.2834 -0.1332 -0.002
O 3.3242 -1.9236 0.6862 -0.2320 0.0189 0.0795 -0.002
N 2.2082 -0.4817 2.0868 0.9048 0.1865 0.2364 0.011
C 3.0168 0.6031 1.6129 0.4014 0.1063 -0.5311 -0.001
C 2.1584 1.3607 0.5670 1.2065 0.2690 -0.0288 -0.002
O 2.7026 2.1722 -0.1818 0.1779 0.2212 0.1008 0.005
O 0.9265 1.0550 0.5450 -0.8415 0.0469 0.1060 -0.025
H -0.7606 -2.4225 2.1130 0.0413 0.3096 -0.0342 0.003
H -0.2991 -1.5940 0.7596 -0.1235 -0.3016 -0.0279 -0.019
H 1.2432 -3.3102 0.7728 0.0618 0.0924 0.2397 -0.002
H 1.3827 -3.1817 2.5426 -0.0176 0.0615 -0.1107 -0.001
H 3.9270 0.2488 1.1105 -0.0976 0.2420 0.1045 -0.001
H 3.2986 1.2717 2.4320 -0.0177 -0.0084 -0.1170 0.000
C -1.8667 -2.1018 -4.9476 0.4771 0.4052 0.4996 0.000
Si -1.6344 -1.8872 -3.0517 -0.8957 -0.9451 0.1071 -0.001
C -1.4287 -3.6926 -2.4132 0.1557 0.6091 -0.1198 0.000
C -3.3988 -1.4246 -2.4318 0.6806 0.1483 -0.0890 0.001
Sb 0.0585 -0.5026 -1.6017 -0.1921 -0.0546 -1.1190 0.014
Si 2.2058 -1.0279 -2.9302 0.8681 -0.5860 -0.5186 0.000
C 2.7564 -2.7684 -2.3693 -0.3609 0.5653 -0.0620 0.000
C 3.6557 0.1499 -2.5457 -0.7015 -0.1882 -0.0299 0.000
C 1.9152 -1.1018 -4.8354 -0.1051 0.1842 0.8198 0.000
Si -0.4829 1.8256 -2.5785 -0.5375 1.0057 -0.3087 -0.001
C -1.2515 1.7269 -4.3439 0.3801 -0.2513 0.6919 0.000
C 0.9509 3.0790 -2.6390 -0.2352 -0.6633 0.1356 0.000
C -1.8555 2.5570 -1.4620 0.5336 -0.3813 -0.2545 0.001
H -2.7220 -2.7317 -5.1757 -0.2064 -0.1465 0.2077 0.000
H -0.9937 -2.5601 -5.3993 0.2222 -0.0784 -0.1131 0.000
H -2.0235 -1.1455 -5.4335 -0.0119 0.2485 -0.1514 0.000
H -2.2213 -4.3514 -2.7591 -0.2114 -0.0111 -0.1493 0.000
H -1.4330 -3.7129 -1.3252 0.0333 0.0201 0.1706 0.000
H -0.4830 -4.1107 -2.7455 0.2232 -0.1148 -0.0393 0.000
H -4.1659 -2.0658 -2.8578 -0.0262 -0.2067 -0.1737 0.000
H -3.6459 -0.3996 -2.6909 -0.0927 0.2663 -0.0338 0.000
H -3.4612 -1.5133 -1.3502 0.0284 0.0129 0.2204 -0.001
H 3.0475 -2.7090 -1.3231 -0.0006 0.0195 0.1849 0.000
H 3.6137 -3.1305 -2.9281 0.1950 0.0208 -0.2734 0.000
H 1.9601 -3.5029 -2.4586 -0.1830 -0.1265 -0.0706 0.000
H 4.1806 -0.2391 -1.6791 0.0656 -0.0807 0.2354 0.000
H 3.3135 1.1447 -2.2825 -0.0332 0.2000 0.0577 0.000
H 4.3649 0.2352 -3.3657 0.0045 -0.1402 -0.2431 0.000
H 1.2623 -1.9319 -5.0817 -0.1757 -0.1899 -0.0217 0.000
H 2.8458 -1.2361 -5.3781 0.2905 -0.0291 0.0102 0.000
H 1.4437 -0.1942 -5.1973 -0.1036 0.2202 -0.0944 0.000
H -0.5932 1.2116 -5.0348 0.1739 -0.1391 -0.1642 0.000
H -1.4527 2.7123 -4.7507 0.0008 0.3221 0.0407 0.000
H -2.1888 1.1825 -4.3153 -0.2617 -0.1722 0.0106 0.000
H 1.5885 2.9400 -3.5092 0.0524 -0.1013 -0.1817 0.000
H 1.5693 2.9578 -1.7521 0.0941 -0.0214 0.1374 0.000
H 0.5857 4.1034 -2.6495 -0.2856 0.1021 -0.0762 0.000
H -2.7438 1.9304 -1.4676 -0.1450 -0.1485 0.0156 0.000
H -2.1541 3.5575 -1.7647 0.0579 0.1793 -0.1985 0.000
H -1.4907 2.6102 -0.4407 0.0548 -0.0108 0.2263 -0.001
```
Positions in Å, forces in eV/Å.



- The lowest total energy belongs to which entry?
  C22H43BN8O3SbSi3V



- Look up the net charge of the first one.
  0